(1)
The following is a quantum chemistry calculation of a cluster of 8 separate species, C32H87N7O9 in total in a non-equilibrium geometry, from the Open Molecules 2025 dataset.

CARTESIAN COORDINATES (ANGSTROEM)
C1 -0.94448 1.15667 -8.59016
O1 -0.96534 2.60392 -8.57871
C2 -2.27096 3.07151 -8.49865
C3 -2.31841 4.62281 -8.63395
C4 -1.46105 5.32134 -7.66357
N1 -3.67453 5.00149 -8.23690
H1 -0.02739 0.73697 -8.17678
H2 -0.88105 0.76472 -9.60527
H3 -1.81472 0.73773 -8.08491
H4 -2.92374 2.63474 -9.25443
H5 -2.70435 2.77161 -7.54452
H6 -2.16571 5.02938 -9.63369
H7 -1.69668 6.38083 -7.56329
H8 -0.38549 5.17882 -7.76835
H9 -1.69256 4.93521 -6.67089
H10 -3.66297 5.95096 -7.89267
H11 -4.05899 4.38590 -7.53453
C5 -14.01296 7.65725 0.12560
O2 -13.89204 6.41918 0.81444
C6 -12.64816 5.78337 0.52315
C7 -12.57982 4.49807 1.42350
C8 -11.24267 3.80346 1.51409
N2 -13.55270 3.52155 0.94307
H12 -15.08000 7.87074 0.18830
H13 -13.76228 7.72315 -0.93314
H14 -13.38079 8.42411 0.57325
H15 -12.68351 5.49775 -0.52817
H16 -11.78807 6.44931 0.45342
H17 -12.88952 4.67889 2.45281
H18 -11.30850 3.00305 2.25106
H19 -10.48793 4.41946 2.00299
H20 -10.98157 3.35300 0.55649
H21 -13.56098 3.64923 -0.05879
H22 -14.43599 3.97797 1.12078
C9 -2.13519 0.60134 0.26712
O3 -1.23905 -0.43414 0.05222
C10 0.13999 -0.24930 0.48127
C11 0.82209 0.88988 -0.25419
C12 0.84941 0.56891 -1.76799
N3 2.16760 1.04884 0.10614
H23 -3.13593 0.23700 0.03496
H24 -1.94742 1.45837 -0.37966
H25 -2.13708 0.93528 1.30470
H26 0.23846 -0.16245 1.56333
H27 0.71331 -1.15881 0.30180
H28 0.24081 1.80632 -0.15238
H29 1.67602 -0.08545 -2.04484
H30 0.87490 1.49424 -2.34350
H31 -0.05654 0.10448 -2.15742
H32 2.23633 1.35266 1.06689
H33 2.53750 0.10916 0.08940
C13 3.89019 -5.28392 7.37621
O4 5.03949 -4.96927 6.52764
C14 6.24297 -5.48046 7.01375
C15 7.28178 -5.62935 5.84726
C16 7.45994 -4.49631 4.95271
N4 6.89421 -6.85188 5.09155
H34 3.66893 -6.31767 7.64174
H35 2.96673 -4.96951 6.88992
H36 4.01295 -4.68710 8.27998
H37 6.71035 -4.80116 7.72664
H38 6.08182 -6.37014 7.62251
H39 8.27483 -5.81185 6.25788
H40 7.65046 -3.52169 5.40207
H41 6.51591 -4.31206 4.43992
H42 8.32873 -4.66168 4.31555
H43 6.74228 -7.50605 5.84592
H44 6.03732 -6.72322 4.57263
C17 3.25428 -7.92121 0.34727
O5 4.23894 -7.56275 -0.59785
C18 4.62818 -8.60433 -1.51822
C19 5.80629 -7.90234 -2.33020
C20 6.20034 -8.74339 -3.53206
N5 6.98188 -7.58456 -1.51191
H45 3.50384 -8.80968 0.92731
H46 2.26264 -8.15802 -0.03832
H47 3.14084 -7.03799 0.97590
H48 4.93368 -9.57451 -1.12642
H49 3.84927 -8.86806 -2.23365
H50 5.42717 -6.92823 -2.63919
H51 6.80492 -8.19623 -4.25538
H52 5.30105 -8.99218 -4.09550
H53 6.80417 -9.58245 -3.18642
H54 6.66316 -7.54726 -0.55424
H55 7.57865 -8.39894 -1.53927
C21 -1.57271 -6.57500 -6.36401
O6 -2.77561 -6.12989 -5.64980
C22 -2.47601 -5.91685 -4.29031
C23 -3.78683 -5.72577 -3.48037
C24 -4.58620 -4.58260 -3.99550
N6 -3.72197 -5.53086 -2.02540
H56 -0.90874 -7.29877 -5.89138
H57 -0.91785 -5.74589 -6.63205
H58 -1.89725 -7.02966 -7.29999
H59 -1.75301 -6.64980 -3.93235
H60 -1.95795 -4.96379 -4.18365
H61 -4.49556 -6.55389 -3.47597
H62 -5.46219 -4.42449 -3.36642
H63 -4.88895 -4.84515 -5.00916
H64 -3.99361 -3.66789 -4.01126
H65 -3.04823 -4.80914 -1.81248
H66 -4.56975 -5.09683 -1.68929
C25 -1.25425 6.03657 4.38417
O7 -0.45164 5.23067 5.30914
C26 0.90505 5.21985 4.88131
C27 1.71642 4.28438 5.85044
N7 3.15562 4.20150 5.50782
C28 3.80756 2.96719 6.12086
C29 5.25668 3.30391 6.50458
O8 5.36952 4.24028 7.65833
C30 6.68285 4.20337 8.21991
H67 -0.94496 6.23180 3.35737
H68 -1.32125 6.98511 4.91697
H69 -2.25067 5.59715 4.33766
H70 1.33651 6.21404 4.99762
H71 1.15476 5.01958 3.83937
H72 1.24095 3.31861 6.02164
H73 1.65966 4.71636 6.84957
H74 3.56765 4.97090 6.01611
H75 3.70569 2.04259 5.55266
H76 3.25954 2.66718 7.01405
H77 5.80736 3.76767 5.68618
H78 5.75697 2.38286 6.80369
H79 6.91095 3.25696 8.71022
H80 6.70743 4.91538 9.04487
H81 7.44734 4.60101 7.55242
C31 3.93660 7.25088 -2.41054
C32 5.45777 6.89923 -2.17093
O9 5.66642 5.53960 -2.62405
H82 3.45417 8.11861 -1.96065
H83 3.31435 6.39439 -2.15103
H84 3.79573 7.54658 -3.45016
H85 5.70472 7.01980 -1.11614
H86 6.07454 7.66973 -2.63355
H87 5.09489 5.00752 -2.06562

Calculated values
SMILES string: COC[C@H](C)N.COC[C@H](C)N.COC[C@H](C)N.COC[C@H](C)N.COC[C@H](C)N.COC[C@H](C)N.COCCNCCOC.CCO
Energy relative to the best compared isomer or geometry (same formula, charge and spin): 33.26 kcal/mol
2S+1: 1
HOMO-LUMO gap: 9.408 eV
E_LUMO: 0.36 eV


(2)
The following is a quantum chemistry calculation of an isolated molecule of CH2BN in a non-equilibrium geometry, from the Open Molecules 2025 dataset.

CARTESIAN COORDINATES (ANGSTROEM)
B1 0.55537 -0.11539 0.05871
C1 -0.88560 -0.15755 0.21732
N1 -1.96502 0.16033 0.00668
H1 1.30392 -0.83626 0.42916
H2 0.99132 0.94887 -0.71186

Calculated values
SMILES string: BC#N
Energy relative to the best compared isomer or geometry (same formula, charge and spin): 11.96 kcal/mol
2S+1: 1
HOMO-LUMO gap: 10.410 eV
E_LUMO: -1.25 eV


(3)
The following is a quantum chemistry calculation of a cluster of 2 separate species, C7H14N2O2 in total in a non-equilibrium geometry, from the Open Molecules 2025 dataset.

CARTESIAN COORDINATES (ANGSTROEM)
C1 0.72094 -1.19870 1.74762
C2 0.38190 -0.30224 0.81238
C3 1.33815 1.30263 -0.74359
C4 -0.48018 -0.31119 -1.47895
C5 1.85732 -1.21979 -0.94413
C6 -2.26263 0.37804 1.63067
C7 0.81631 -0.12554 -0.57768
N1 -0.96761 0.94030 1.67097
N2 -0.77508 2.10744 2.25454
O1 0.38409 2.44350 2.47717
O2 -1.77726 2.79373 2.52298
H1 0.49480 -1.01679 2.75554
H2 1.29999 -2.13427 1.50171
H3 1.75165 1.70878 0.23184
H4 2.15858 1.27055 -1.49890
H5 0.55560 2.02126 -1.11891
H6 -0.78502 -1.45482 -1.61384
H7 -1.25827 0.31008 -0.96311
H8 -0.30046 0.09007 -2.51294
H9 1.50003 -2.19321 -0.62708
H10 2.79614 -1.09426 -0.37838
H11 2.02132 -1.24572 -2.03667
H12 -2.16904 -0.69653 1.66089
H13 -2.91850 0.65381 2.55742
H14 -2.78192 0.77715 0.76011

Calculated values
Energy relative to the best compared isomer or geometry (same formula, charge and spin): 143.81 kcal/mol
2S+1: 1
HOMO-LUMO gap (alpha / beta): 9.435 / 9.435 eV
E_LUMO (alpha / beta): -0.05 / -0.05 eV


(4)
The following is a quantum chemistry calculation of an isolated molecule of C5H4N2, from the Open Molecules 2025 dataset.

CARTESIAN COORDINATES (ANGSTROEM)
H1 -3.20619 -0.37551 -0.81155
N1 -2.35930 -0.04643 -0.33773
N2 -1.87514 0.86262 -1.03952
C1 -0.67066 1.38051 -0.44607
C2 -0.06454 0.55325 0.36483
C3 0.34994 -0.57908 0.87575
C4 1.63429 -0.95803 0.39019
C5 2.80320 -1.03220 0.11332
H2 -0.37066 2.38609 -0.71507
H3 -0.13169 -1.09554 1.70345
H4 3.83174 -1.16891 -0.11256

Calculated values
SMILES string: [H]/N=N/C=C=CC#C
Energy relative to the best compared isomer or geometry (same formula, charge and spin): 124.24 kcal/mol
2S+1: 1
HOMO-LUMO gap: 8.931 eV
E_LUMO: -0.08 eV


(5)
The following is a quantum chemistry calculation of a structure of composition C10H22ClO4P2Ru in a non-equilibrium geometry, from the Open Molecules 2025 dataset.

CARTESIAN COORDINATES (ANGSTROEM)
C1 -0.02786 -0.26383 -3.88939
C2 -0.10419 0.32039 -2.56415
H1 0.91438 -0.37874 -4.36731
H2 -0.74784 0.40531 -4.43004
H3 -0.54264 -1.24595 -3.96047
O1 0.78975 0.75564 -1.87641
Cl1 -1.63515 0.37905 -2.12667
Ru1 0.31093 -0.04858 1.15829
P1 -0.05013 2.22457 0.28560
C3 1.40326 3.14644 0.87362
C4 -0.40257 3.15911 -1.25576
H4 -0.60307 4.20802 -1.03997
H5 -1.72954 3.79384 1.07576
H6 -1.27089 2.73510 -1.77048
H7 -2.32571 2.10315 1.04441
H8 2.26706 2.88340 0.23522
H9 0.45068 3.09496 -1.95318
C5 -1.46674 2.76412 1.29776
H10 1.23839 4.23465 0.81146
H11 -1.22130 2.64415 2.36050
H12 1.62737 2.85965 1.89851
P2 0.10318 -2.20619 0.17104
C6 1.51268 -3.16073 0.80006
C7 -1.34963 -2.84035 1.07812
H13 -1.11901 -2.59215 -1.89903
H14 -0.18638 -4.02546 -1.38880
H15 0.65543 -2.66139 -2.17557
C8 -0.17580 -2.91121 -1.48534
H16 -2.23610 -2.33296 0.67744
H17 -1.44399 -3.92613 0.89216
H18 1.35286 -4.23864 0.60665
H19 1.59940 -2.99243 1.87647
H20 -1.22708 -2.62078 2.13633
H21 2.43038 -2.82424 0.29866
C9 2.05109 -0.05333 1.40540
O2 3.15376 -0.06363 1.77737
O3 -0.50120 -0.91181 4.28159
C10 -0.40901 -0.09251 3.43436
O4 -1.12018 -0.30069 2.27700
H22 0.03540 0.98017 3.42879

Calculated values
2S+1: 6
Net charge: +2
HOMO-LUMO gap (alpha / beta): 8.846 / 6.096 eV
E_LUMO (alpha / beta): -6.62 / -11.36 eV